Entry P
Here is a single C20H22N2O4S molecule from OMol25. Energies are from ωB97M-V/def2-TZVPD.

Element x y z (Å)
C (-0.80186, 3.12463, -6.15659)
H (-1.52578, 3.77113, -5.66594)
H (-0.31783, 3.69574, -6.94569)
H (-1.32698, 2.29083, -6.61674)
C (0.24462, 2.63075, -5.16633)
C (-0.28264, 1.83616, -4.00162)
C (-1.62523, 1.51840, -3.83764)
C (-2.05343, 0.78360, -2.74847)
C (-1.14047, 0.34573, -1.79206)
C (0.21078, 0.66098, -1.94895)
C (0.62438, 1.39447, -3.03798)
H (1.67283, 1.63258, -3.14784)
H (0.92000, 0.32570, -1.20989)
C (-1.57500, -0.42169, -0.64914)
N (-0.80714, -0.89973, 0.29255)
C (-1.64078, -1.54908, 1.16506)
C (-2.92523, -1.41787, 0.70717)
O (-2.87465, -0.71168, -0.44825)
C (-4.22769, -1.87930, 1.24212)
H (-4.26537, -2.96790, 1.27514)
H (-5.03032, -1.51284, 0.60871)
H (-4.35937, -1.49710, 2.25285)
C (-1.15682, -2.18185, 2.40111)
H (-0.11525, -2.48060, 2.33617)
H (-1.78349, -3.02730, 2.67942)
S (-1.29322, -0.99229, 3.85423)
O (-2.63909, -0.42839, 3.74260)
C (-0.17812, 0.33796, 3.17753)
C (1.25179, -0.12748, 3.02166)
O (2.04825, -0.10666, 3.93974)
N (1.54383, -0.57313, 1.78494)
H (0.81008, -0.61435, 1.07265)
C (2.87699, -0.99446, 1.41010)
C (3.36916, -0.21217, 0.23752)
C (3.63649, 1.11725, 0.08470)
C (4.02229, 1.29061, -1.26686)
C (3.95711, 0.05654, -1.83418)
O (3.55919, -0.85786, -0.93404)
H (4.16245, -0.29072, -2.82724)
H (4.31069, 2.20622, -1.74123)
H (3.57096, 1.87099, 0.84188)
H (2.88022, -2.05798, 1.14660)
H (3.51419, -0.83418, 2.28569)
H (-0.61619, 0.68458, 2.24467)
H (-0.22422, 1.12495, 3.92958)
H (-3.09968, 0.54409, -2.63199)
H (-2.35453, 1.84352, -4.56214)
H (0.97353, 2.00993, -5.69678)
H (0.79340, 3.48983, -4.76851)

The calculation puts the HOMO-LUMO gap at 8.67 eV.

Löwdin population analysis, charges in e, atoms 1 to 8: C -0.11; H 0.08; H 0.07; H 0.07; C -0.21; C -0.22; C -0.03; C -0.01

---

Entry Q
Here is a single C20H22N2O4S molecule from OMol25. Energies are from ωB97M-V/def2-TZVPD.

Element x y z (Å)
O (-1.10727, -4.37994, -1.04535)
C (-1.57522, -4.37704, 0.06300)
O (-0.84687, -4.50624, 1.16788)
C (-3.05233, -4.23512, 0.37358)
C (-3.76893, -3.36683, -0.66264)
C (-3.57015, -1.87921, -0.46157)
O (-4.46543, -1.06222, -0.56246)
N (-2.30178, -1.49365, -0.17011)
C (-1.96967, -0.17994, 0.03782)
S (-3.14647, 1.06559, -0.07673)
C (-1.93347, 2.24748, 0.32930)
C (-0.70104, 1.70183, 0.51875)
C (-0.69804, 0.28535, 0.31318)
C (0.42771, -0.65945, 0.31280)
O (0.27940, -1.85223, 0.56140)
N (1.61985, -0.11027, -0.05541)
C (2.88160, -0.70342, -0.12527)
C (3.90416, 0.02390, -0.73320)
C (5.17896, -0.50022, -0.81596)
C (5.45267, -1.75298, -0.29198)
C (4.44055, -2.47357, 0.31824)
C (3.16046, -1.95827, 0.40668)
C (0.44640, 2.55465, 0.97413)
C (0.88363, 3.55185, -0.10693)
C (-0.01320, 4.78847, -0.17000)
C (-1.45309, 4.52044, -0.60845)
C (-2.27166, 3.69686, 0.39541)
H (0.10068, -4.48368, 0.95744)
H (-3.16699, -3.84245, 1.38400)
H (-3.47804, -5.24144, 0.35255)
H (-3.38773, -3.62397, -1.65553)
H (-4.84257, -3.55499, -0.64737)
H (-1.51903, -2.13643, -0.06332)
H (1.58215, 0.83414, -0.41144)
H (3.69287, 1.00343, -1.14063)
H (5.96189, 0.07231, -1.29087)
H (6.44916, -2.16245, -0.35780)
H (4.64807, -3.44855, 0.73362)
H (2.37552, -2.51866, 0.88486)
H (1.28595, 1.93482, 1.29011)
H (0.12582, 3.12123, 1.85319)
H (0.88892, 3.06270, -1.08501)
H (1.90293, 3.88377, 0.10704)
H (0.43071, 5.49779, -0.87347)
H (-0.02356, 5.26725, 0.81244)
H (-1.45417, 4.00876, -1.57300)
H (-1.94671, 5.48516, -0.74461)
H (-3.33383, 3.81476, 0.17680)
H (-2.09286, 4.08064, 1.40490)

The calculation puts the HOMO-LUMO gap at 8.51 eV.

Löwdin population analysis, charges in e, atoms 1 to 8: O 0.11; C -0.57; O 0.12; C -0.08; C -0.08; C -0.47; O -0.01; N 0.12

---

Which is the most stable structure? entry Q is the most stable.

---

Entry P
Here is a gas-phase ion, C6H14N4 (charge +2) from OMol25. Energies are from ωB97M-V/def2-TZVPD.

Element x y z (Å)
C (1.29512, -0.45213, -1.46345)
C (0.71836, -0.18566, 0.03112)
C (1.91450, -0.26275, 0.95686)
C (0.00546, 1.19782, -0.07994)
N (0.45049, 2.35900, -0.43641)
N (-1.34033, 1.01605, 0.28997)
C (-1.23904, 0.00380, 1.39881)
C (-0.45358, -1.05915, 0.48985)
N (-1.56082, -1.20490, -0.56136)
N (-1.89142, 0.26137, -0.76675)
H (2.40581, -0.26628, -1.62635)
H (0.54993, 0.10497, -2.22111)
H (1.20872, -1.52526, -1.55840)
H (1.52620, -0.31984, 2.05620)
H (2.52250, 0.67913, 1.05036)
H (2.53794, -1.04446, 0.58957)
H (1.37943, 2.55843, -0.46983)
H (-0.11898, 3.10687, -0.37395)
H (-2.24788, -0.36190, 1.60436)
H (-0.77460, 0.44856, 2.37933)
H (-0.31338, -2.00621, 0.92444)
H (-1.15050, -1.70135, -1.38336)
H (-2.42163, -1.71572, -0.29693)
H (-3.00229, 0.36962, -0.53301)

The calculation puts the HOMO-LUMO gap at 10.77 eV. Its charge is +2.

Löwdin population analysis, charges in e, atoms 1 to 8: C 0.01; C -0.41; C 0.00; C -0.15; N 0.40; N -0.06; C 0.00; C -0.12

---

Entry Q
Here is 2 unconnected molecules or ions with the total composition C6H14N4 from OMol25. Energies are from ωB97M-V/def2-TZVPD.

Element x y z (Å)
C (-1.04480, -0.46205, 0.38856)
C (-0.98546, 1.88950, 1.42701)
C (-1.52126, 0.57159, 1.04256)
C (0.79253, -2.05349, -1.67960)
C (0.21486, 2.39353, 0.98808)
C (2.75463, -0.98367, -2.41643)
N (0.33479, -3.26636, -1.74745)
N (0.90138, 3.41668, 1.50408)
N (2.16105, -1.98771, -1.89083)
N (-2.85897, 0.39077, 1.60796)
H (-1.64820, -1.36127, 0.17691)
H (-1.59429, 2.72461, 1.91406)
H (0.88852, 1.60179, 0.52350)
H (-0.07026, -0.46506, 0.05587)
H (3.80080, -0.97358, -2.59006)
H (2.14465, -0.11272, -2.69663)
H (-0.64382, -3.42691, -1.58926)
H (0.80230, -4.06381, -2.05242)
H (0.58975, 4.06599, 2.18323)
H (1.90421, 3.57241, 1.04777)
H (2.64096, -2.76577, -1.47570)
H (-3.67337, 0.87137, 1.06637)
H (-2.77860, 1.02965, 2.48933)
H (-3.11139, -0.60547, 1.72307)

The calculation puts the HOMO-LUMO gap at 5.79 eV. Its charge is +2.

Löwdin population analysis, charges in e, atoms 1 to 8: C 0.05; C -0.09; C -0.35; C -0.08; C -0.20; C 0.23; N 0.19; N 0.10

---

Which is the most stable structure? entry Q is the most stable.